[1]
Density functional theory data (wB97M-V/def2-TZVPD) for a cluster of 3 separate species, C21H38N4O5 in total.

Last column: Löwdin charge in e.
Atoms and positions in Å:
C: -2.243 2.234 7.306  -0.13
C: -1.837 1.850 5.742  -0.20
C: -2.695 0.633 5.043  -0.03
C: -2.404 0.174 3.484  -0.03
C: -1.254 0.878 2.559  -0.13
C: -0.873 0.572 1.011  -0.17
C: -1.075 -0.933 0.455  -0.25
C: -2.540 -1.676 0.450  -0.07
C: -2.033 -3.076 -0.316  -0.25
O: -2.888 -3.882 -0.957  -0.04
N: -0.514 -3.235 -0.084  0.02
C: 0.010 -2.138 0.870  -0.19
C: -0.158 -2.886 2.317  -0.07
O: -0.116 -4.357 2.025  -0.17
N: 1.089 -4.867 2.346  -0.06
O: 0.952 -5.921 2.966  0.02
C: -0.397 2.110 3.298  -0.01
C: -0.680 2.605 4.857  -0.04
H: -1.281 1.946 7.953  0.09
H: -3.195 1.589 7.612  0.08
H: -2.435 3.387 7.452  0.08
H: -3.539 0.069 5.652  0.09
H: -3.074 -0.670 3.034  0.06
H: -1.487 1.316 0.313  0.13
H: 0.272 0.860 0.857  0.12
H: -0.859 -0.811 -0.715  0.15
H: -2.978 -2.134 1.433  0.10
H: -3.444 -1.109 -0.071  0.14
H: -0.197 -3.062 -1.077  0.11
H: 1.096 -1.746 0.568  0.17
H: 0.755 -2.595 2.989  0.14
H: -1.209 -2.697 2.797  0.14
H: 0.438 2.709 2.713  0.08
H: -0.074 3.510 5.331  0.09
C: 0.804 3.253 -1.355  -0.10
O: 1.314 3.492 -0.053  -0.22
C: 2.388 4.437 -0.004  -0.20
C: 1.935 5.915 -0.010  -0.43
C: 1.496 6.412 -1.386  -0.08
N: 0.848 6.150 0.952  0.04
H: 1.583 3.298 -2.121  0.09
H: 0.005 3.960 -1.579  0.08
H: 0.366 2.250 -1.368  0.07
H: 2.902 4.247 0.946  0.12
H: 3.119 4.235 -0.796  0.12
H: 2.797 6.523 0.291  0.14
H: 0.505 6.049 -1.669  0.06
H: 1.446 7.507 -1.395  0.08
H: 2.207 6.106 -2.159  0.08
H: 1.181 5.906 1.886  0.07
H: 0.122 5.453 0.765  0.07
C: 1.032 -5.806 -4.767  -0.10
O: 1.985 -4.868 -5.241  -0.19
C: 1.416 -3.718 -5.875  -0.20
C: 0.943 -2.620 -4.896  -0.43
C: -0.377 -2.950 -4.202  -0.07
N: 1.960 -2.334 -3.873  0.03
H: 0.151 -5.865 -5.413  0.09
H: 0.741 -5.560 -3.745  0.07
H: 1.508 -6.791 -4.744  0.09
H: 2.221 -3.295 -6.490  0.12
H: 0.619 -4.011 -6.569  0.12
H: 0.779 -1.707 -5.481  0.13
H: -0.262 -3.690 -3.405  0.05
H: -0.798 -2.050 -3.739  0.07
H: -1.112 -3.330 -4.918  0.08
H: 2.813 -2.020 -4.340  0.07
H: 2.231 -3.229 -3.455  0.07

Output
Electronic energy (eV): -38575.151
Frontier orbital gap (eV): 8.52
Charge: 0
Relative energy (zero: lowest compared OMol25 entry of this formula, charge and spin) (kJ/mol): 1966.1



[2]
Density functional theory data (wB97M-V/def2-TZVPD) for a structure of composition C21H39BrN7O8P2S.

Last column: Löwdin charge in e.
Atoms and positions in Å:
C: -3.621 -4.448 -2.396  -0.16
C: -2.254 -4.367 -1.604  -0.40
P: -1.276 -2.783 -1.995  1.03
C: 0.210 -3.420 -2.967  -0.27
N: -0.757 -1.969 -0.479  -0.12
C: -1.356 -0.838 -0.201  -0.29
N: -2.368 -0.221 -1.008  -0.44
S: -1.844 0.832 -2.254  0.85
C: -3.450 0.263 -0.091  -0.33
C: -4.603 -0.800 -0.258  -0.07
C: -5.989 -0.401 0.438  -0.63
N: -6.229 -1.386 1.513  0.07
N: -5.992 0.961 0.963  0.08
N: -7.133 -0.529 -0.530  0.05
C: -2.609 0.321 1.278  -0.66
Br: -3.016 2.137 1.975  0.88
P: -3.089 -0.762 2.740  0.52
O: -1.973 -0.651 3.726  -0.29
O: -3.365 -2.350 2.349  -0.17
O: -4.423 -0.122 3.509  -0.19
N: -1.190 0.004 0.952  -0.01
C: -0.356 1.206 0.795  -0.21
O: 0.936 0.895 0.265  -0.13
C: 1.739 2.045 0.148  -0.26
C: 2.809 2.200 1.124  0.02
C: 3.608 3.426 1.010  -0.05
C: 3.304 4.392 -0.040  -0.07
C: 2.253 4.198 -1.034  -0.05
C: 1.456 2.984 -0.922  -0.01
N: 0.171 -2.406 0.474  -0.08
C: 0.027 -3.827 0.846  -0.02
C: 1.541 -1.995 0.219  -0.42
C: 2.091 -1.360 -1.092  0.00
O: 2.324 -2.161 1.120  0.11
H: -3.980 -3.476 -2.807  0.06
H: -3.497 -5.237 -3.185  0.08
H: -4.381 -4.871 -1.680  0.08
H: -2.387 -4.470 -0.498  0.06
H: -1.630 -5.254 -1.915  0.08
H: -0.186 -3.901 -3.905  0.07
H: 0.745 -2.497 -3.326  0.04
H: 0.879 -4.094 -2.379  0.05
H: -2.303 0.363 -3.465  -0.11
H: -3.772 1.303 -0.350  0.09
H: -4.282 -1.824 0.057  0.10
H: -4.832 -0.862 -1.358  0.12
H: -6.139 -2.327 1.122  0.08
H: -7.173 -1.227 1.873  0.09
H: -6.039 1.615 0.182  0.09
H: -6.730 1.118 1.646  0.10
H: -7.017 -1.420 -1.021  0.07
H: -7.126 0.243 -1.199  0.07
H: -2.576 -2.835 2.670  0.08
H: -4.850 -0.908 3.905  0.08
H: -0.186 1.620 1.829  0.15
H: -0.806 1.989 0.113  0.10
H: 3.002 1.434 1.909  0.12
H: 4.428 3.598 1.740  0.11
H: 3.898 5.337 -0.101  0.11
H: 2.017 4.919 -1.844  0.10
H: 0.602 2.726 -1.599  0.09
H: -1.024 -3.987 1.219  0.08
H: 0.701 -4.019 1.720  0.12
H: 0.237 -4.502 -0.021  0.09
H: 2.986 -0.746 -0.813  0.10
H: 2.483 -2.168 -1.775  0.09
H: 1.334 -0.776 -1.679  0.07
C: 9.551 5.910 0.492  -0.04
O: 9.466 4.581 -0.024  0.01
C: 8.503 3.838 0.528  -0.61
O: 7.738 4.195 1.389  0.11
O: 8.534 2.627 -0.041  0.01
C: 7.551 1.725 0.459  -0.05
H: 10.363 6.413 -0.029  0.10
H: 8.626 6.456 0.303  0.10
H: 9.779 5.895 1.558  0.10
H: 6.547 2.107 0.271  0.08
H: 7.701 1.544 1.525  0.10
H: 7.667 0.780 -0.069  0.09

Output
Electronic energy (eV): -148666.695
Frontier orbital gap (eV): 7.06
Charge: +1



[3]
Density functional theory data (wB97M-V/def2-TZVPD) for a structure of composition C21H39Cl3N7O3PdSi.

Last column: Löwdin charge in e.
Atoms and positions in Å:
C: -2.246 -2.388 -4.956  -0.02
C: -1.309 -2.872 -3.889  -0.34
H: -2.123 -2.992 -5.840  0.06
H: -2.104 -1.328 -5.168  0.04
H: -3.266 -2.521 -4.606  0.08
C: -0.730 -4.110 -3.841  -0.17
C: -0.801 -5.112 -4.924  -0.19
H: -0.465 -4.526 -2.871  0.07
H: -0.400 -4.741 -5.880  0.05
H: -1.815 -5.488 -5.163  0.06
H: -0.190 -5.994 -4.664  0.06
Pd: 0.180 1.575 0.600  0.36
Cl: -2.254 1.999 1.027  -0.11
Cl: 1.368 2.926 -0.882  -0.02
H: 1.048 6.330 3.426  0.09
H: -1.820 6.742 2.670  0.08
C: 1.015 5.771 2.479  -0.04
C: -1.319 6.266 1.811  -0.04
N: -0.334 5.274 2.236  -0.19
H: 1.702 4.927 2.516  0.09
C: -0.555 3.960 2.254  -0.38
O: 0.365 3.136 2.015  -0.24
H: -2.073 5.799 1.165  0.09
H: -1.559 3.633 2.566  0.06
H: 1.274 6.460 1.663  0.09
H: -0.760 7.034 1.257  0.08
H: 2.193 -0.494 -3.504  0.08
H: 2.695 -3.295 -3.044  0.09
C: 3.113 -0.483 -2.907  -0.06
C: 3.458 -2.866 -2.373  -0.08
N: 3.056 -1.542 -1.910  -0.20
H: 3.207 0.475 -2.403  0.06
C: 3.130 -1.226 -0.566  -0.36
O: 3.579 -0.203 -0.069  -0.01
H: 3.591 -3.545 -1.521  0.09
H: 2.694 -2.042 0.067  0.12
H: 3.964 -0.657 -3.569  0.08
H: 4.395 -2.797 -2.951  0.08
O: -0.456 -1.437 -3.448  -0.20
C: -1.323 -2.065 -2.619  -0.45
C: 0.358 -3.253 -1.102  -0.09
C: -0.892 -2.668 -1.339  -0.29
H: 1.166 -3.045 -1.798  0.08
C: 0.512 -4.069 0.015  -0.09
H: -2.287 -1.581 -2.518  0.13
C: -1.929 -2.788 -0.397  -0.07
H: 1.458 -4.580 0.176  0.09
C: -0.572 -4.295 0.872  -0.13
C: -1.786 -3.611 0.709  -0.14
H: -2.859 -2.239 -0.575  0.12
H: -0.502 -5.047 1.660  0.09
H: -2.679 -3.779 1.349  0.10
Si: -0.213 1.767 -3.447  0.77
Cl: -0.025 -0.146 -0.747  0.26
C: 1.476 2.448 -3.919  -0.25
C: -1.106 3.137 -2.459  -0.29
C: -1.276 1.023 -4.747  -0.22
H: 2.291 1.985 -3.346  -0.02
H: 1.503 3.528 -3.689  0.03
H: 1.640 2.273 -4.990  0.03
H: -0.724 0.286 -5.340  0.04
H: -1.583 1.876 -5.381  0.04
H: -2.173 0.536 -4.349  0.04
H: -1.564 2.773 -1.523  -0.04
H: -1.892 3.520 -3.123  0.02
H: -0.387 3.937 -2.180  -0.03
N: -1.563 -2.370 3.718  0.12
N: -0.611 -1.629 3.043  -0.26
N: 0.648 -1.377 3.525  0.12
C: 1.029 -0.380 2.726  -0.19
N: 0.018 0.037 1.950  -0.21
N: -1.034 -0.812 2.102  0.11
H: -2.229 -2.740 3.045  0.07
H: -1.070 -3.049 4.281  0.09
H: 2.020 0.022 2.650  0.11

Output
Spin multiplicity: 3
Electronic energy (eV): -87903.018
Expectation value of S²: 2.01
Frontier orbital gap (spin up / spin down) (eV): 4.64 / 4.65
Charge: -1



[4]
Density functional theory data (wB97M-V/def2-TZVPD) for a cluster of 3 separate species, C21H39Cl4FO4S in total.

Last column: Löwdin charge in e.
Atoms and positions in Å:
C: 1.266 1.493 4.323  -0.16
C: 1.850 0.591 3.092  -0.61
Cl: 3.254 -0.446 3.818  0.50
C: 0.792 -0.494 2.452  -0.50
Cl: -0.126 -1.495 3.768  0.60
C: -0.195 0.106 1.291  -0.32
C: -1.005 -0.900 0.282  -0.11
C: -0.256 -2.323 -0.035  -0.15
C: -0.890 -3.448 1.009  -0.14
F: -1.306 -4.712 0.313  -0.15
O: 0.688 0.863 0.345  -0.06
C: 0.505 2.327 0.115  -0.20
O: 1.209 3.134 -0.721  -0.01
C: -0.779 2.714 1.057  -0.85
Cl: -2.146 3.249 -0.132  0.59
Cl: -0.708 4.168 2.200  0.58
C: -1.313 1.247 1.643  -0.24
C: -2.137 1.212 3.058  -0.16
C: -3.216 -0.064 3.138  -0.29
C: -4.702 0.304 2.551  -0.52
S: -5.523 -1.353 2.073  0.59
H: 0.533 0.947 5.051  0.07
H: 2.208 1.807 4.986  0.09
H: 0.829 2.493 3.900  0.05
H: 2.365 1.286 2.299  0.13
H: 1.473 -1.310 1.906  0.11
H: -2.104 -1.148 0.601  0.11
H: -1.086 -0.329 -0.763  0.15
H: -0.485 -2.732 -1.133  0.13
H: 0.929 -2.274 0.027  0.12
H: -0.070 -3.688 1.842  0.11
H: -1.834 -3.072 1.591  0.10
H: -2.184 1.016 0.858  0.10
H: -2.799 2.182 3.180  0.12
H: -1.479 1.119 4.021  0.08
H: -2.741 -1.048 2.684  0.05
H: -3.368 -0.303 4.297  0.12
H: -5.422 0.826 3.321  0.09
H: -4.545 0.978 1.603  0.08
H: -5.281 -1.580 0.703  -0.13
C: 4.969 -5.450 -1.517  -0.08
C: 4.342 -5.029 -0.201  -0.28
O: 3.058 -4.424 -0.352  -0.17
C: 2.040 -5.228 -0.937  -0.28
C: 1.721 -6.481 -0.139  -0.08
H: 5.000 -4.609 -2.218  0.08
H: 5.988 -5.814 -1.356  0.08
H: 4.401 -6.252 -1.996  0.07
H: 4.985 -4.276 0.271  0.12
H: 4.283 -5.870 0.497  0.11
H: 2.297 -5.475 -1.972  0.11
H: 1.139 -4.606 -0.981  0.09
H: 2.568 -7.175 -0.126  0.07
H: 0.866 -7.006 -0.573  0.08
H: 1.491 -6.228 0.903  0.08
C: -0.528 6.547 -5.955  -0.09
C: -1.627 6.057 -5.031  -0.28
O: -1.506 4.678 -4.687  -0.17
C: -0.324 4.296 -3.993  -0.27
C: -0.159 4.986 -2.649  -0.09
H: -0.461 5.915 -6.847  0.08
H: -0.723 7.578 -6.268  0.08
H: 0.449 6.526 -5.467  0.07
H: -2.592 6.165 -5.542  0.12
H: -1.686 6.669 -4.125  0.10
H: 0.556 4.450 -4.625  0.11
H: -0.398 3.216 -3.822  0.12
H: -0.005 6.063 -2.768  0.07
H: 0.705 4.582 -2.114  0.05
H: -1.054 4.850 -2.032  0.03

Output
Electronic energy (eV): -94234.162
Frontier orbital gap (eV): 8.50
Charge: 0



[5]
Density functional theory data (wB97M-V/def2-TZVPD) for a cluster of 7 separate species, C21H39ClNO10P in total.

Last column: Löwdin charge in e.
Atoms and positions in Å:
O: 2.897 -1.306 -1.349  0.21
C: 2.193 -0.816 -2.122  -0.28
N: 1.419 -0.375 -2.948  0.25
C: 0.357 -1.315 -3.178  -0.57
O: 0.548 -2.486 -3.075  0.14
O: -0.777 -0.762 -3.528  -0.01
C: -1.874 -1.689 -3.509  -0.35
P: -3.530 -0.810 -3.607  0.58
O: -3.457 0.549 -2.673  -0.37
Cl: -4.756 -2.115 -2.547  0.26
H: -1.846 -2.278 -2.592  0.08
H: -1.804 -2.335 -4.381  0.10
H: -3.436 0.234 -1.755  0.05
C: 1.167 -1.357 3.260  -0.02
C: 1.118 -2.677 2.533  -0.50
C: 2.173 -2.919 1.483  -0.02
O: 0.271 -3.504 2.781  0.06
H: 0.355 -1.315 3.984  0.08
H: 2.115 -1.260 3.790  0.08
H: 1.049 -0.534 2.552  0.08
H: 3.165 -2.886 1.936  0.09
H: 2.098 -2.168 0.699  0.05
H: 2.022 -3.902 1.040  0.09
C: 5.782 -0.762 -2.538  -0.02
C: 6.860 0.267 -2.778  -0.49
C: 8.287 -0.223 -2.790  -0.02
O: 6.591 1.432 -2.953  0.07
H: 4.813 -0.277 -2.558  0.05
H: 5.812 -1.521 -3.321  0.09
H: 5.923 -1.230 -1.562  0.09
H: 8.422 -0.960 -3.583  0.09
H: 8.536 -0.669 -1.826  0.09
H: 8.955 0.617 -2.972  0.08
C: 2.881 5.526 -2.257  -0.03
C: 3.029 4.114 -2.773  -0.51
C: 4.370 3.450 -2.586  -0.03
O: 2.109 3.543 -3.312  0.06
H: 1.872 5.880 -2.456  0.08
H: 3.058 5.551 -1.181  0.08
H: 3.591 6.184 -2.761  0.08
H: 4.609 3.385 -1.524  0.09
H: 5.144 4.017 -3.104  0.09
H: 4.339 2.447 -2.999  0.06
C: -8.596 -2.905 -0.543  -0.02
C: -7.868 -1.644 -0.144  -0.50
C: -8.393 -0.897 1.058  -0.02
O: -6.908 -1.250 -0.761  0.00
H: -8.116 -3.338 -1.418  0.08
H: -8.562 -3.629 0.273  0.08
H: -9.635 -2.676 -0.788  0.08
H: -8.350 -1.536 1.942  0.08
H: -9.422 -0.582 0.881  0.08
H: -7.779 -0.016 1.230  0.08
C: 1.535 -3.753 6.984  -0.02
C: 1.820 -2.280 7.144  -0.51
C: 1.091 -1.554 8.247  -0.02
O: 2.598 -1.706 6.418  0.06
H: 2.122 -4.147 6.158  0.08
H: 1.806 -4.286 7.896  0.08
H: 0.476 -3.907 6.768  0.09
H: 1.343 -1.994 9.214  0.08
H: 0.014 -1.615 8.086  0.09
H: 1.389 -0.507 8.249  0.08
C: -3.661 3.582 -2.353  -0.02
C: -3.956 3.672 -0.878  -0.50
C: -3.607 4.966 -0.183  -0.03
O: -4.450 2.748 -0.273  0.06
H: -3.961 2.604 -2.719  0.05
H: -4.220 4.349 -2.893  0.09
H: -2.591 3.711 -2.525  0.09
H: -4.163 5.792 -0.630  0.08
H: -2.536 5.157 -0.267  0.08
H: -3.870 4.894 0.870  0.08

Output
Electronic energy (eV): -66185.934
Frontier orbital gap (eV): 9.43
Charge: 0



[6]
Density functional theory data (wB97M-V/def2-TZVPD) for a structure of composition C21H39CrNP2.

Last column: Löwdin charge in e.
Atoms and positions in Å:
P: 1.399 1.990 2.453  0.88
P: 1.167 0.315 -3.700  0.86
C: 2.284 2.577 0.862  -0.33
C: 1.514 1.585 -2.360  -0.39
H: 2.577 1.407 0.722  0.09
H: 1.507 2.962 0.147  0.12
H: 0.555 1.952 -1.939  -0.04
H: 1.971 2.423 -2.918  -0.02
C: 2.965 0.009 -3.957  -0.34
H: 3.074 -0.944 -4.486  0.02
H: 3.481 -0.075 -2.971  0.01
H: 3.446 0.815 -4.541  0.04
C: 0.697 1.557 -4.968  -0.33
H: 1.490 1.738 -5.706  0.03
H: 0.404 2.502 -4.485  0.03
H: -0.191 1.134 -5.470  0.02
C: 2.651 1.593 3.648  -0.19
H: 2.170 1.175 4.547  0.08
H: 3.182 2.528 3.901  0.07
H: 3.366 0.847 3.258  0.07
C: 0.409 3.441 2.840  -0.17
H: 0.044 3.879 1.889  0.08
H: 1.088 4.130 3.359  0.06
H: -0.436 3.129 3.485  0.07
Cr: 3.073 1.949 -0.831  0.53
C: 4.033 3.321 -1.744  -0.31
C: 4.837 2.057 -1.582  -0.30
C: 6.033 1.937 -0.739  -0.19
C: 5.901 2.631 0.694  -0.17
C: 4.547 2.603 1.249  -0.11
C: 3.505 3.572 1.141  -0.35
C: 3.798 4.839 0.294  -0.12
C: 4.402 4.564 -1.092  -0.22
C: 0.415 0.530 2.207  -0.18
H: 3.608 3.491 -2.738  0.10
H: 4.740 1.251 -2.371  0.10
H: 6.946 2.347 -1.233  0.12
H: 6.174 0.865 -0.515  0.11
H: 6.498 2.005 1.389  0.11
H: 6.443 3.600 0.696  0.12
H: 4.417 1.826 2.033  0.09
H: 3.265 4.086 2.117  0.14
H: 4.531 5.421 0.867  0.12
H: 2.908 5.480 0.172  0.12
H: 4.082 5.380 -1.737  0.12
H: 5.483 4.647 -1.059  0.11
H: 0.027 0.420 1.183  0.03
H: -0.468 0.563 2.928  0.09
H: 0.991 -0.386 2.454  0.08
C: -1.794 1.287 -1.326  -0.10
C: -1.224 -0.068 -1.353  -0.46
C: -1.802 -1.203 -2.010  -0.11
C: -0.881 -2.251 -1.859  -0.12
C: 0.232 -1.724 -1.144  -0.46
C: 1.507 -2.412 -0.891  -0.09
N: -0.029 -0.428 -0.820  0.00
H: -2.305 1.509 -2.273  0.08
H: -1.032 2.072 -1.166  0.03
H: -2.529 1.390 -0.520  0.05
H: -2.736 -1.186 -2.503  0.06
H: -0.954 -3.262 -2.191  0.06
H: 1.319 -3.430 -0.519  0.06
H: 2.111 -2.521 -1.816  0.06
H: 2.114 -1.876 -0.147  0.05

Output
Spin multiplicity: 5
Electronic energy (eV): -70887.518
Expectation value of S²: 6.17
Frontier orbital gap (spin up / spin down) (eV): 4.33 / 3.39
Charge: 0
Relative energy (zero: lowest compared OMol25 entry of this formula, charge and spin) (kJ/mol): 396.3



The lowest electronic energy belongs to which entry? C21H39BrN7O8P2S